C4H11NO2 | ωB97M-V/def2-TZVPD

The geometry in XYZ format:
```
18
Properties=species:S:1:pos:R:3:forces:R:3:lowdin_charge:R:1
C 0.901760 1.305752 0.927611 0.497 0.248 0.351 -0.078
C 1.354567 0.466561 -0.270267 0.912 0.640 -1.201 -0.324
C 1.422648 -1.098772 -0.037437 1.717 0.792 -1.793 -0.048
C 0.419654 0.524449 -1.471667 -2.830 -0.834 -0.151 -0.495
N -0.953928 0.017320 -1.246686 2.682 0.736 -1.160 0.121
O 0.757221 0.739309 -2.604339 0.486 0.169 -0.149 0.067
H 0.558449 0.706147 1.748094 0.089 -0.612 0.551 0.057
H 1.769862 1.894629 1.268061 -0.552 -0.141 0.085 0.081
H 0.062334 1.977774 0.787644 0.023 0.318 -0.640 0.072
H 2.361834 0.957985 -0.642352 -1.954 -1.402 0.562 0.166
H 1.264777 -1.312465 1.002340 -0.114 -0.429 0.356 0.056
H 2.448863 -1.460207 -0.399616 -1.488 0.289 0.745 0.099
H 0.646905 -1.504468 -0.722755 0.659 -0.364 1.070 0.071
H -1.418639 0.229243 -0.404596 -0.608 0.001 0.926 0.038
H -1.517801 -0.180930 -2.073021 0.432 0.535 0.463 0.097
O -3.189618 -0.847949 1.159677 0.508 0.179 -3.575 -0.005
H -3.239189 -0.768038 2.058468 -0.252 0.263 3.626 -0.016
H -3.649694 -1.646341 0.920839 -0.207 -0.388 -0.067 0.040
```
Positions in Å, forces in eV/Å.

Properties
charge = 0
ΔE to the lowest compared entry with this formula, charge and spin = 113.3 kJ/mol
orbital gap = 9.939 eV
SMILES string = CC(C)C(N)=O.O
spin multiplicity = 1


CH3PS | ωB97M-V/def2-TZVPD

The geometry in XYZ format:
```
6
Properties=species:S:1:pos:R:3:forces:R:3:lowdin_charge:R:1
P -0.738541 0.113044 0.738321 3.760 0.179 -0.740 0.680
C 0.684279 1.109075 -0.653554 -1.780 -1.319 3.062 -0.922
S 0.418745 1.420807 -2.133697 -0.820 0.537 -2.743 0.616
H -0.290932 -1.070228 0.010894 -0.693 0.522 0.548 -0.135
H -1.967760 0.251422 0.165973 -0.774 0.256 -1.195 -0.200
H 1.667875 1.328992 -0.288929 0.307 -0.176 1.067 -0.039
```
Positions in Å, forces in eV/Å.

Properties
charge = 0
ΔE to the lowest compared entry with this formula, charge and spin = 189.5 kJ/mol
orbital gap = 8.122 eV
SMILES string = PC=S
spin multiplicity = 1


C3H33O14S2 | ωB97M-V/def2-TZVPD

The geometry in XYZ format:
```
52
Properties=species:S:1:pos:R:3:forces:R:3:lowdin_charge:R:1
C -2.567549 -0.047772 0.682754 0.196 -0.786 3.013 -0.219
C -1.416878 -1.018832 0.514845 0.398 -2.220 -0.666 -0.286
O -0.717596 -0.785515 -0.678477 0.804 0.186 -1.294 -0.252
C -2.192416 1.234496 1.528386 0.394 -0.849 -1.412 -0.538
S -2.089546 1.134885 3.349064 -0.994 0.183 0.076 0.420
S -0.272545 0.457405 4.003513 -1.023 -1.754 -0.123 0.340
H -3.338023 -0.604098 1.295958 0.557 0.646 -0.547 0.121
H -3.096888 0.235597 -0.221906 0.350 -0.160 -0.342 0.089
H -0.648550 -1.022738 1.277708 -0.322 0.638 1.061 0.084
H -1.715488 -2.110670 0.499702 -0.365 1.032 0.039 0.122
H -3.092524 1.795634 1.230769 0.732 1.027 1.018 0.083
H -1.222738 1.712374 1.233810 -1.270 -0.254 -0.240 0.047
H 0.445993 1.489606 3.758626 1.023 1.612 -0.391 -0.251
H -0.233265 0.662187 -0.711383 1.832 1.322 0.378 0.075
H 1.249505 1.349127 -0.744842 1.408 -0.499 -0.809 -0.027
O 0.342990 1.578944 -0.615555 -2.601 -1.420 -0.463 -0.136
H 2.803519 -2.216168 0.720743 0.510 0.319 -1.662 0.031
H 2.288372 -1.724212 -0.721156 0.799 -0.349 0.199 -0.007
O 3.077499 -1.667425 -0.069676 -0.141 -0.867 0.295 -0.168
H -1.913733 -1.549845 -2.022480 -0.881 0.689 -0.048 0.023
H -2.658541 -0.571634 -2.917728 0.184 0.933 -0.627 0.014
O -2.809891 -1.334561 -2.386667 0.504 -1.469 0.624 -0.060
H 0.341957 3.863235 -1.283509 3.236 -3.418 -0.975 -0.045
H -1.110615 3.984247 -0.947303 1.938 1.316 -0.178 0.075
O -0.234575 4.509840 -1.067361 -5.121 2.165 1.170 -0.045
H 0.102322 -4.182261 -0.921176 3.123 1.421 -5.180 -0.062
H -1.253716 -4.479856 -0.525301 -1.939 -0.068 -0.641 0.037
O -0.376734 -4.446171 -0.232025 -1.475 -1.646 5.319 0.028
H 0.738258 -3.381417 0.708487 -0.898 -1.329 -0.797 -0.025
H 1.235205 -2.382947 1.559674 0.492 -1.053 0.900 0.039
O 1.370646 -3.360594 1.415989 0.335 2.580 0.854 -0.060
H 2.142121 1.682999 1.786171 -0.687 0.351 -0.152 -0.003
H 1.045424 1.960705 0.733897 0.112 0.601 0.778 -0.033
O 1.598577 2.410036 1.426948 0.365 0.259 0.481 -0.122
H -0.316028 3.647034 2.095675 0.860 -1.092 1.377 -0.030
H -0.398791 4.238229 0.801517 -0.541 0.651 0.208 0.001
O -0.880182 4.251391 1.657537 -0.183 0.646 -1.301 -0.069
H -1.821030 1.317472 -1.215748 -0.605 2.929 -0.865 0.057
H -1.179211 2.505435 -1.983080 0.205 -0.258 -0.129 0.017
O -1.989704 2.298595 -1.512363 -0.380 -2.696 0.434 -0.092
H -0.546941 -3.244079 -2.903958 -0.263 -0.233 -0.322 0.021
H 0.841757 -2.967048 -2.545064 0.724 0.654 0.225 -0.045
O 0.299477 -3.701168 -2.875902 -0.802 -0.971 -0.355 -0.084
H 1.707418 -1.049421 -2.425082 -0.329 0.429 0.039 0.047
H 0.268493 -1.332179 -1.023005 -0.858 1.218 -0.597 0.067
O 1.224468 -1.633768 -1.838965 0.357 -0.257 0.767 -0.239
H 3.439235 1.637649 -0.083782 -1.124 0.558 -1.110 0.080
H 3.405548 0.447212 -0.892305 -0.710 0.386 -0.710 0.053
O 3.008577 1.354949 -0.939043 2.148 -1.161 1.614 -0.074
H 3.065484 -0.508618 1.741574 -2.814 1.003 -0.602 0.123
H 1.941002 -0.307042 0.665261 0.491 0.087 0.769 0.018
O 2.109853 -0.129247 1.616232 2.252 -1.031 0.898 -0.140
```
Positions in Å, forces in eV/Å.

Properties
charge = -1
orbital gap = 8.619 eV
spin multiplicity = 1


LUMO energy list, top to bottom, in eV: 0.587 -0.200 2.429
Total energy list, top to bottom, in a.u.: -364.2250 -779.3421 -1983.8442